1.
The following is a quantum chemistry calculation of a structure of composition C22H29Cl3LuN2O4 at a distorted geometry, from the OMol25 dataset.

XYZ file:
```
61
Properties=species:S:1:pos:R:3:forces:R:3
Lu -0.149 0.009 1.166 -1.5 0.0 -0.7
Cl -0.397 0.037 3.564 0.0 0.0 1.2
N -0.303 2.309 1.036 0.7 -1.3 1.4
N -0.368 -2.288 1.056 0.7 1.3 1.4
C -0.734 2.947 -0.036 -1.7 -1.7 -1.0
C -0.789 -2.933 -0.017 -1.6 1.7 -1.2
C 0.653 3.199 1.762 -0.6 -0.7 -0.1
C 0.940 4.281 0.724 -0.7 -0.1 -1.3
C 1.905 2.441 2.182 0.3 0.0 -0.1
C -0.009 3.756 3.010 -0.1 0.2 0.2
H 2.479 2.147 1.298 0.0 0.0 0.2
H 1.644 1.550 2.780 0.1 0.4 -0.2
H 2.521 3.102 2.805 0.1 -0.2 -0.1
H -0.861 4.387 2.742 0.0 -0.1 0.1
H 0.718 4.368 3.559 -0.1 0.0 0.1
H -0.343 2.936 3.657 0.0 0.2 -0.2
C 0.548 -3.189 1.819 -0.6 0.7 -0.2
C 0.829 -4.297 0.807 -0.7 0.1 -1.4
C -0.155 -3.708 3.061 -0.1 -0.2 0.2
C 1.813 -2.463 2.254 0.3 0.0 -0.1
H 2.417 -2.199 1.380 0.0 0.0 0.2
H 2.394 -3.133 2.900 0.1 0.2 -0.1
H 1.568 -1.556 2.834 0.1 -0.4 -0.2
H -1.021 -4.316 2.785 0.0 0.1 0.1
H -0.475 -2.870 3.691 0.0 -0.2 -0.2
H 0.542 -4.334 3.631 -0.1 0.0 0.1
O -0.107 -4.026 -0.320 1.8 -2.7 0.2
H 0.609 -5.312 1.166 0.1 0.3 0.0
H 1.846 -4.254 0.396 -0.2 0.0 0.1
O -0.033 4.018 -0.374 1.9 2.6 0.1
H 1.945 4.199 0.288 -0.2 0.0 0.1
H 0.761 5.308 1.069 0.1 -0.3 0.0
C -1.947 2.556 -0.826 0.6 0.5 0.5
C -1.975 -2.535 -0.846 0.6 -0.5 0.6
C -1.922 -1.220 -1.598 -0.2 0.3 0.1
H -2.817 -2.455 -0.138 -0.5 0.0 0.1
H -2.160 -3.350 -1.549 -0.1 0.1 0.2
C -2.023 0.010 -0.906 0.8 0.0 -0.4
C -1.913 1.246 -1.587 -0.2 -0.3 0.1
H -2.314 0.009 0.175 -0.1 0.0 -0.4
C -1.853 1.238 -2.988 0.4 0.1 0.2
C -1.766 0.023 -3.652 -0.1 0.0 -0.2
C -1.869 2.508 -3.795 0.2 0.1 -0.3
C -1.859 -1.199 -2.999 0.4 -0.1 0.3
H -1.595 0.029 -4.738 -0.4 0.0 0.4
C -1.881 -2.459 -3.823 0.2 -0.1 -0.3
H -1.861 -2.210 -4.889 0.0 0.0 0.2
H -2.786 -3.050 -3.655 0.1 0.0 0.1
H -1.010 -3.093 -3.632 -0.1 0.0 0.1
H -2.776 3.096 -3.626 0.1 0.0 0.1
H -1.844 2.269 -4.864 0.0 0.0 0.1
H -1.000 3.140 -3.592 -0.1 0.0 0.1
H -2.152 3.372 -1.523 -0.1 0.0 0.2
H -2.766 2.474 -0.092 -0.4 0.0 0.2
Cl 4.699 -1.589 -0.770 0.3 0.0 0.0
C 3.944 -0.082 -0.240 -0.7 0.0 0.3
Cl 4.775 1.367 -0.815 0.3 0.0 0.0
C 2.501 -0.056 -0.793 -1.5 0.0 0.7
O 2.248 -0.066 -1.978 0.4 0.0 0.8
O 1.625 -0.023 0.205 2.2 -0.1 -1.8
H 3.914 -0.064 0.859 0.2 0.0 -0.5
```
Positions in Å, forces in eV/Å.

The frontier orbital gap (spin up / spin down) comes out at 3.46 / 3.45 eV. Its net charge is -1. The HOMO energy (spin up / spin down) is -0.810 / -0.800 eV.

2.
The following is a quantum chemistry calculation of the molecule C22H29ClN4O, from the OMol25 dataset.

XYZ file:
```
57
Properties=species:S:1:pos:R:3:forces:R:3
O -1.426 -3.861 -0.587 0.1 -0.2 -0.5
C -1.407 -3.186 0.650 0.3 0.2 0.5
C -0.691 -1.838 0.578 -0.5 -0.2 -0.3
C -1.456 -0.864 -0.333 0.4 0.0 -0.1
C -0.642 0.418 -0.557 -0.1 -0.3 -0.2
N -0.531 1.148 0.693 0.0 0.1 0.0
C 0.401 2.255 0.596 -0.1 0.0 0.1
C 1.804 1.756 0.430 0.4 0.0 -0.1
C 2.283 0.658 1.145 -0.3 0.4 -0.1
N 3.512 0.204 1.012 0.4 -0.2 0.1
C 4.316 0.837 0.157 -0.6 0.3 0.0
C 5.684 0.340 0.009 0.6 -0.2 -0.1
C 6.120 -0.754 0.756 -0.1 0.2 -0.1
C 7.411 -1.224 0.620 0.2 0.0 -0.1
C 8.273 -0.598 -0.268 -0.3 0.1 0.0
Cl 9.889 -1.183 -0.441 0.2 -0.1 0.0
C 7.856 0.491 -1.020 0.1 -0.1 0.0
C 6.564 0.956 -0.879 -0.1 -0.1 0.1
N 3.956 1.891 -0.574 0.5 0.0 -0.1
C 2.722 2.335 -0.439 -0.4 -0.1 0.3
C -1.853 1.571 1.109 -0.2 -0.1 0.1
C -2.747 0.339 1.323 0.1 0.1 0.1
N -2.766 -0.594 0.220 0.2 -0.1 -0.1
C -3.894 -0.586 -0.680 -0.2 0.1 0.0
C -4.258 0.754 -1.363 -0.1 -0.2 -0.1
C -5.765 0.666 -1.573 0.0 0.2 0.1
C -6.248 0.035 -0.269 -0.1 -0.1 -0.1
C -5.198 -1.039 0.028 -0.1 0.1 0.0
H -0.516 -3.988 -0.880 -0.1 0.0 0.0
H -0.938 -3.818 1.419 -0.1 0.1 0.0
H -2.455 -3.028 0.911 0.1 0.0 0.1
H 0.319 -1.978 0.183 0.1 0.0 0.1
H -0.607 -1.417 1.578 0.1 0.0 0.1
H -1.591 -1.359 -1.300 0.0 0.1 0.1
H 0.359 0.160 -0.909 0.0 0.0 0.0
H -1.132 1.035 -1.334 0.1 0.0 0.0
H 0.152 2.944 -0.233 0.0 0.0 0.1
H 0.341 2.824 1.531 -0.1 0.0 -0.1
H 1.643 0.129 1.838 -0.1 0.0 0.0
H 5.431 -1.223 1.441 0.0 -0.1 0.1
H 7.753 -2.069 1.197 0.0 -0.1 0.0
H 8.541 0.966 -1.706 0.1 0.0 0.0
H 6.217 1.802 -1.451 0.0 0.1 -0.1
H 2.458 3.190 -1.052 -0.1 0.1 0.0
H -1.769 2.113 2.055 0.0 0.0 0.0
H -2.301 2.253 0.363 0.0 0.0 0.0
H -3.765 0.670 1.530 0.0 0.0 0.1
H -2.378 -0.187 2.211 -0.1 0.1 0.1
H -3.659 -1.317 -1.459 0.0 0.1 0.0
H -3.708 0.902 -2.293 0.1 0.1 0.0
H -4.039 1.587 -0.696 0.0 0.1 0.0
H -6.220 1.637 -1.765 0.0 0.0 -0.1
H -5.988 0.006 -2.412 -0.1 0.0 -0.1
H -7.252 -0.379 -0.352 -0.1 0.1 0.1
H -6.256 0.790 0.520 0.0 0.0 0.0
H -5.033 -1.170 1.095 0.0 -0.1 0.0
H -5.516 -2.000 -0.375 0.0 -0.1 0.0
```
Positions in Å, forces in eV/Å.

The frontier orbital gap comes out at 8.23 eV. The energy above the lowest of the compared OMol25 structures with the same formula, charge and spin comes out at 5.0 kcal per mole. As for the SMILES: OCC[C@@H]1CN(Cc2cnc(-c3ccc(Cl)cc3)nc2)CCN1C1CCCC1. Its net charge is 0. The HOMO energy is -8.020 eV.

3.
The following is a quantum chemistry calculation of a cluster of 3 separate species, C22H29F16N4O3Si in total at a distorted geometry, from the OMol25 dataset.

XYZ file:
```
75
Properties=species:S:1:pos:R:3:forces:R:3
C -0.100 6.820 2.968 0.9 -0.8 0.7
C 0.574 5.818 3.013 -0.7 0.4 -0.1
C 1.418 4.622 3.157 0.3 0.5 0.3
C 2.414 4.457 1.997 -0.3 0.2 -0.3
C 1.888 3.688 0.753 1.4 0.5 0.3
N 0.433 3.656 0.612 1.9 -0.2 0.2
N -0.137 4.593 -0.031 -0.8 0.1 -0.2
N -1.424 4.330 -0.044 0.1 0.3 -0.2
C -1.605 3.189 0.606 -0.5 0.1 -0.7
C -2.973 2.630 0.710 -0.3 -0.7 2.1
C -3.411 2.652 2.219 -1.8 1.7 -1.7
C -4.520 3.663 2.532 3.0 -0.3 1.4
O -3.064 3.794 2.924 0.4 -1.1 0.9
N -0.415 2.730 1.063 -0.9 0.3 -0.5
Si -0.133 1.215 2.043 -0.4 -2.4 1.9
C -0.612 1.473 3.854 0.2 0.6 -0.4
C 1.611 0.526 2.047 0.0 1.4 -0.2
C -1.261 -0.173 1.432 0.5 1.0 0.0
H -0.534 7.748 3.259 -0.3 0.1 -0.5
H 2.009 4.809 4.061 -0.1 -0.2 0.0
H 0.809 3.742 3.383 0.1 0.0 -0.2
H 3.353 3.996 2.312 -0.3 -0.2 0.1
H 2.687 5.462 1.664 -0.1 -0.1 0.1
H 2.373 2.714 0.698 -0.8 -0.2 0.0
H 2.246 4.229 -0.124 -0.3 -0.1 -0.1
H -3.708 3.253 0.209 0.6 0.1 -0.4
H -3.079 1.598 0.375 0.3 0.2 -0.3
H -3.444 1.707 2.753 0.1 0.0 0.1
H -4.510 4.644 2.071 -1.6 -0.6 -1.0
H -5.095 3.414 3.416 -0.4 0.4 -0.3
H -1.515 2.078 3.981 0.1 -0.1 0.1
H 0.183 1.944 4.441 -0.1 -0.1 -0.1
H -0.781 0.476 4.278 0.0 0.1 -0.1
H 2.062 0.505 1.052 0.1 -0.4 0.2
H 1.576 -0.451 2.535 -0.1 0.0 -0.3
H 2.225 1.167 2.696 0.1 -0.1 -0.2
H -0.997 -0.433 0.406 -0.4 -0.1 0.0
H -2.319 0.041 1.583 0.1 -0.2 -0.3
H -1.016 -1.016 2.088 0.1 0.1 -0.2
C -2.360 -3.927 -2.817 0.3 0.2 -0.7
C -3.458 -4.987 -2.582 0.7 -0.3 0.2
C -4.712 -4.549 -1.818 -0.6 -0.1 -0.1
F -4.434 -4.144 -0.562 0.2 0.1 0.0
F -5.563 -5.592 -1.714 0.1 -0.1 -0.2
F -2.903 -6.071 -2.000 -0.1 0.1 0.2
F -3.876 -5.381 -3.814 -0.2 0.3 0.0
O -1.230 -3.924 -1.933 -0.7 -0.1 0.8
C -1.320 -3.231 -0.736 -0.3 0.1 -1.4
C -1.199 -4.153 0.481 0.2 -0.4 0.4
F -2.153 -5.093 0.476 -0.1 0.1 -0.2
F -1.344 -3.428 1.620 0.1 0.2 -0.1
F -2.436 -2.482 -0.715 0.0 0.0 0.5
F -0.286 -2.349 -0.729 0.2 -0.2 0.4
H -1.923 -4.174 -3.784 0.0 -0.2 0.1
H -2.775 -2.929 -2.942 -0.1 0.0 0.2
H -5.227 -3.741 -2.345 0.1 0.0 -0.1
H -0.225 -4.648 0.494 0.1 0.1 -0.1
C 4.046 -0.865 -2.163 -0.2 0.6 0.2
C 5.193 -1.888 -2.297 -0.5 -0.3 0.4
C 5.704 -2.195 -3.709 0.5 -0.1 -0.3
F 4.750 -2.729 -4.491 -0.2 0.1 0.1
F 6.708 -3.097 -3.636 0.0 0.1 0.2
F 4.842 -3.025 -1.662 0.0 -0.1 -0.1
F 6.248 -1.370 -1.607 0.1 0.2 -0.2
O 2.715 -1.366 -2.013 0.2 -0.6 -0.4
C 1.957 -1.684 -3.132 0.5 0.8 0.3
C 1.607 -3.174 -3.187 -0.1 -0.6 0.1
F 2.716 -3.936 -3.211 0.2 0.2 0.0
F 0.906 -3.448 -4.312 -0.1 0.3 0.0
F 2.560 -1.254 -4.251 -0.1 -0.2 -0.2
F 0.804 -0.979 -3.025 -0.2 -0.2 0.0
H 4.234 -0.353 -1.219 0.0 -0.2 0.1
H 4.100 -0.086 -2.924 0.0 -0.2 -0.2
H 6.092 -1.291 -4.189 -0.1 0.1 0.1
H 1.013 -3.467 -2.326 0.0 0.2 0.0
```
Positions in Å, forces in eV/Å.

The frontier orbital gap comes out at 9.24 eV. Its net charge is +1. The HOMO energy is -12.869 eV.

Question: Among the records above, which one has the lowest net charge?
Answer: C22H29Cl3LuN2O4

Question: The lowest net charge belongs to which entry?
Answer: C22H29Cl3LuN2O4

Question: Look up the net charge of the second one.
Answer: 0

Question: What is the formula in the third record?
Answer: C22H29F16N4O3Si